Below is 10 unconnected molecules or ions with the total composition C45H135N15O25P10 at a distorted geometry, with properties calculated with wB97M-V/def2-TZVPD.

Geometry as XYZ:
```
230
Properties=species:S:1:pos:R:3:forces:R:3:lowdin_charge:R:1
O 2.99163 0.64675 6.17998 -0.147 -0.294 -0.637 -0.2951
P 3.80285 0.34006 4.96631 -0.797 -0.486 2.244 0.5035
N 5.40580 0.42541 5.39789 -0.121 -0.680 -0.828 -0.2912
C 6.34972 -0.10982 4.41623 -0.880 -0.310 -1.040 -0.1216
C 5.76351 0.20623 6.78726 1.610 0.304 0.249 -0.1138
N 3.67887 1.35980 3.71287 -0.625 -0.023 -1.353 -0.3116
C 4.36026 2.63274 3.69916 -0.158 0.343 -0.308 -0.0961
C 2.41696 1.44513 2.95080 -0.628 0.019 0.775 -0.0824
N 3.40932 -1.16490 4.35550 0.617 -0.490 -0.603 -0.2762
C 4.18674 -1.84954 3.33667 1.853 0.668 0.483 -0.1302
C 2.32276 -1.94686 4.85658 -0.868 -0.052 0.230 -0.1210
H 6.11268 0.27624 3.39293 0.274 0.051 0.867 0.0799
H 6.27825 -1.20817 4.27794 0.416 0.613 0.574 0.0583
H 7.34556 0.16479 4.67214 0.853 0.251 0.220 0.0737
H 6.64753 0.87780 6.97436 -0.712 -0.753 0.208 0.0992
H 6.02537 -0.82774 7.07624 0.205 0.082 -0.640 0.0853
H 4.97931 0.43350 7.47645 -0.648 0.669 0.019 0.0554
H 4.23995 2.91132 2.64495 0.227 0.875 0.388 0.0753
H 3.92685 3.39383 4.40680 0.442 -0.606 -0.773 0.1145
H 5.41474 2.45916 3.86225 0.222 0.303 0.359 0.0646
H 1.69412 2.09517 3.52706 0.560 -0.473 -0.637 0.0858
H 2.61311 1.93208 1.96162 -0.243 -0.684 0.737 0.0753
H 1.92118 0.44874 2.86645 0.555 0.706 -0.190 0.0749
H 3.58055 -2.49063 2.74478 -0.802 -0.592 -0.441 0.0595
H 4.61750 -1.09180 2.65950 -0.011 -0.473 0.139 0.0699
H 5.05360 -2.47747 3.75934 -1.333 0.673 -0.556 0.0932
H 2.56186 -2.79212 5.49061 0.707 -0.436 0.058 0.0836
H 1.66559 -2.31576 4.05908 0.110 0.185 -0.042 0.0712
H 1.74965 -1.31381 5.48805 -0.815 0.551 0.450 0.0394
O -1.06553 -1.74637 4.57511 -0.378 0.297 0.080 -0.3195
P -1.79402 -1.14891 5.74142 0.653 -0.799 -2.706 0.4738
N -2.31061 -2.41337 6.63039 -1.175 0.873 0.948 -0.3142
C -1.67946 -3.68629 6.60897 2.746 0.629 -1.386 -0.1182
C -3.36797 -2.27471 7.62815 0.376 -0.393 0.715 -0.0856
N -3.04950 -0.21116 5.22803 -0.881 0.741 -0.661 -0.2625
C -3.63892 -0.54513 3.92843 0.882 -0.284 -0.197 -0.1044
C -3.78510 0.81728 5.94659 0.412 0.294 0.416 -0.1285
N -0.89107 -0.14838 6.60695 0.771 0.915 1.671 -0.2861
C -0.20748 -0.54939 7.80274 0.982 1.860 1.171 -0.0962
C -0.46546 1.15538 6.18480 -2.408 1.948 -2.199 -0.0965
H -1.04182 -3.78750 7.45090 0.706 -0.206 1.323 0.0614
H -0.93270 -3.75236 5.75111 -1.449 -0.013 0.740 0.1004
H -2.34404 -4.49290 6.66366 -1.290 -1.155 -0.401 0.0659
H -3.00159 -2.44666 8.70334 -0.423 0.330 -1.418 0.1094
H -4.08594 -3.05127 7.37154 -0.345 -0.096 0.414 0.0788
H -3.89186 -1.31263 7.55098 0.367 -0.239 0.079 0.0662
H -2.86475 -1.09357 3.36162 -0.581 0.346 0.072 0.0512
H -4.49606 -1.16544 4.05623 -0.820 -0.788 0.141 0.0723
H -4.01100 0.31114 3.35525 0.492 0.247 0.279 0.0687
H -4.85131 0.65984 6.02018 -0.478 -0.785 -0.025 0.0760
H -3.42039 0.91570 6.96736 0.172 0.067 -0.004 0.0758
H -3.74858 1.80090 5.46961 0.538 -0.004 -0.189 0.0823
H -0.46671 -1.53201 8.06589 -0.362 -1.251 0.615 0.0478
H 0.87967 -0.47439 7.67319 -0.060 -0.266 -0.198 0.0774
H -0.39916 0.18605 8.65447 -0.190 -1.018 -0.835 0.1122
H 0.21419 1.63801 6.82997 1.128 -0.142 0.860 0.0662
H -1.34525 1.87455 6.19703 0.679 -0.721 -0.090 0.0873
H -0.08070 1.24619 5.14441 -0.004 -0.553 0.629 0.0809
O -7.93028 0.99849 -0.97096 -2.235 1.011 -0.065 -0.2656
P -6.53112 0.72425 -0.76078 2.582 -1.224 -0.589 0.4489
N -6.36473 -0.83637 -0.23200 -0.818 -1.606 -0.350 -0.2744
C -5.05517 -1.44371 0.02363 -0.406 0.631 0.298 -0.1077
C -7.56839 -1.76043 -0.27865 -0.344 0.705 -0.841 -0.0919
N -5.78688 1.64772 0.37349 -2.089 1.955 0.749 -0.2984
C -4.41843 1.89247 0.67444 1.567 -1.178 -0.661 -0.1441
C -6.68936 2.73297 0.94027 3.124 1.190 -1.883 -0.0683
N -5.55823 0.82630 -2.14929 0.137 -0.121 -0.211 -0.2673
C -5.75407 -0.21658 -3.17330 1.381 0.308 0.559 -0.0958
C -5.24767 2.13328 -2.75911 1.425 -0.324 -1.011 -0.0984
H -5.14185 -2.49329 0.01000 -0.347 -1.478 -0.068 0.0588
H -4.64702 -1.22372 1.01537 -0.057 0.372 0.050 0.0698
H -4.29497 -1.23462 -0.72077 -0.120 0.445 -0.191 0.0367
H -7.40710 -2.64354 -0.94841 0.176 0.705 0.353 0.0716
H -8.48517 -1.19813 -0.68405 1.616 -0.688 0.679 0.0896
H -7.84423 -2.17202 0.70634 0.339 0.351 -0.140 0.0694
H -3.80955 1.05706 0.28428 -0.173 0.128 0.251 0.0585
H -3.99977 2.73419 0.08620 -0.129 0.163 0.911 0.0866
H -4.24450 1.89819 1.78819 -0.089 0.532 -1.128 0.0848
H -6.08480 3.13482 1.77437 -0.923 -0.151 -0.030 0.0775
H -6.81117 3.58901 0.18327 0.084 -1.115 1.001 0.1031
H -7.62069 2.33193 1.15639 -1.651 -0.517 0.753 0.0386
H -4.87544 -0.20579 -3.83549 -0.180 -0.186 0.182 0.0796
H -5.90996 -1.20973 -2.77341 0.361 -0.163 0.503 0.0631
H -6.60866 -0.05399 -3.76157 -1.345 0.625 -0.996 0.0672
H -5.88166 2.43166 -3.60315 -0.799 -0.100 0.544 0.0832
H -4.25132 2.17170 -3.32712 -0.837 -0.645 1.253 0.0711
H -5.19049 2.90314 -2.00418 -0.212 0.248 0.168 0.0632
O -1.00938 2.20027 -0.35080 -0.188 -0.313 0.463 -0.2738
P -0.22116 0.94716 -0.47511 0.836 0.910 1.031 0.5198
N -0.18578 0.05740 0.96773 0.228 0.084 -1.537 -0.2609
C -0.83116 0.60435 2.14842 -0.655 -0.040 -0.905 -0.1016
C 0.21487 -1.36392 1.03883 -0.582 0.858 -0.269 -0.0904
N 1.29915 1.34241 -1.06736 0.998 -1.038 1.486 -0.2461
C 2.28657 0.19069 -0.94847 -0.752 2.000 -1.077 -0.0524
C 1.77579 2.69631 -0.79644 0.309 -0.767 0.665 -0.1303
N -0.59899 -0.14298 -1.59753 -2.206 -2.056 0.373 -0.2873
C -1.84569 -0.98029 -1.31414 0.539 1.886 -0.987 -0.0483
C -0.53644 0.25049 -2.96348 -0.532 -0.672 -2.679 -0.1329
H -0.65618 1.66905 2.24682 0.382 0.090 0.232 0.0634
H -0.50118 0.00334 2.96649 0.152 -0.024 0.957 0.0467
H -1.91576 0.50872 2.05214 -0.129 -0.107 0.192 0.0624
H 0.21966 -1.85497 0.08716 0.330 0.218 -0.886 0.0506
H -0.51555 -1.98215 1.54693 -0.079 0.187 0.869 0.0710
H 1.20429 -1.41455 1.44906 0.481 -0.466 0.599 0.0609
H 3.20498 0.54338 -1.41146 0.200 -0.135 -0.168 0.0739
H 2.51631 -0.10882 0.05424 -0.041 -0.142 0.783 0.0515
H 1.86883 -0.61427 -1.53423 0.196 -0.346 0.030 0.0487
H 2.73159 2.83424 -1.28648 0.085 0.121 -0.272 0.0670
H 1.03322 3.35084 -1.14674 -0.721 1.032 -0.965 0.0407
H 1.87155 3.07621 0.23207 0.231 -0.932 0.208 0.0590
H -2.75887 -0.36838 -1.67704 1.251 -1.115 0.413 0.0999
H -1.65324 -1.86831 -1.95136 -0.853 0.190 0.840 0.0685
H -1.91465 -1.10807 -0.21254 -0.112 -0.439 -0.946 0.0717
H 0.43639 0.64690 -3.22799 0.157 -0.029 0.126 0.0566
H -1.28730 0.98672 -3.27781 0.085 0.097 0.458 0.0626
H -0.78074 -0.58663 -3.68675 0.551 0.519 1.166 0.0746
O -1.12760 5.03313 -6.71361 0.516 -1.542 1.903 -0.3206
P -0.77025 4.12486 -5.54653 -0.136 0.281 -1.429 0.5725
N 0.89693 4.15847 -5.32317 0.224 -0.929 0.982 -0.2914
C 1.53906 3.41006 -4.22609 -1.587 -0.976 -0.246 -0.1111
C 1.81498 5.07717 -5.92561 -0.570 2.035 -1.482 -0.1418
N -1.16993 2.45384 -5.56571 3.740 1.625 -0.283 -0.2989
C -2.52407 2.18839 -5.80860 -1.960 0.238 0.411 -0.1525
C -0.13767 1.54364 -6.14816 -1.131 -0.896 -1.129 -0.0847
N -1.59979 4.48990 -4.17797 0.100 -0.565 1.156 -0.2944
C -1.90333 5.87099 -3.87771 -0.396 -1.167 0.290 -0.1019
C -1.60032 3.61127 -2.94580 0.987 0.791 -1.587 -0.0705
H 0.88672 2.54572 -3.90489 0.685 1.171 -0.100 0.0590
H 1.81393 4.00570 -3.36712 -0.241 0.472 0.337 0.0690
H 2.45412 2.97667 -4.57728 0.681 -0.351 -0.456 0.0678
H 2.11154 5.91994 -5.25871 0.053 -0.683 0.044 0.0840
H 1.33149 5.63022 -6.78210 0.280 -0.861 0.744 0.0893
H 2.71705 4.59677 -6.33025 -0.179 -0.113 0.275 0.0793
H -2.68041 1.13215 -5.58452 -0.582 0.048 -0.043 0.0740
H -3.20841 2.88575 -5.22215 0.975 -1.105 -0.266 0.0958
H -2.77706 2.43612 -6.81875 -0.429 -0.319 -1.035 0.0739
H 0.42874 1.87904 -7.04334 -0.641 0.426 0.382 0.0894
H 0.60743 1.33316 -5.40788 0.295 -0.359 0.396 0.0209
H -0.60267 0.56470 -6.48685 0.294 1.101 0.737 0.1007
H -1.67857 6.47415 -4.71638 0.896 0.992 -0.488 0.0633
H -2.95580 5.95032 -3.79575 -1.431 0.208 0.325 0.0685
H -1.50952 6.09011 -2.89586 0.609 0.844 -0.017 0.0749
H -2.03356 2.65723 -3.19878 -0.349 -0.029 0.284 0.0272
H -2.11501 4.14483 -2.16651 -0.444 -0.078 0.260 0.0771
H -0.57682 3.43306 -2.59324 -0.302 0.029 -0.006 0.0501
C 0.07486 4.41817 2.06441 -0.855 -0.395 -0.380 -0.0807
O 0.53757 5.57551 1.35035 0.225 0.685 0.387 -0.2177
P 2.04519 6.10192 1.24969 -2.026 -1.494 -1.298 0.3142
O 2.90303 5.90623 2.38511 1.067 -0.025 1.275 -0.1996
O 1.85646 7.56284 0.77056 0.460 1.109 0.869 -0.1860
C 0.90343 7.97962 -0.17168 -0.865 -2.817 -1.192 -0.0889
O 2.48108 5.31873 -0.06878 1.075 0.215 -0.711 -0.2572
C 3.85440 5.39720 -0.56326 -0.804 -1.809 0.477 -0.0512
H -0.72732 4.64404 2.82659 1.159 0.255 -0.685 0.1106
H 0.91402 3.88777 2.49396 0.099 -0.006 0.398 0.0524
H -0.39526 3.76706 1.31133 0.159 0.122 0.197 0.0586
H 1.11647 7.44828 -1.14480 -0.275 0.959 0.743 0.1137
H 0.88506 9.01001 -0.20592 0.588 2.192 -0.451 0.0623
H -0.11131 7.71392 0.13281 0.099 -0.379 0.119 0.0892
H 3.97192 6.11176 -1.34363 -0.172 0.779 -0.454 0.0774
H 4.09084 4.39391 -0.97994 -0.202 0.659 0.245 0.0793
H 4.52671 5.56879 0.25448 0.373 0.299 0.418 0.0780
C 0.66686 -3.02212 -2.90519 2.534 -1.073 0.474 -0.0463
O 1.88533 -2.25775 -3.13855 -0.162 -0.206 -1.046 -0.2356
P 2.88546 -2.65958 -4.33903 0.418 0.068 0.839 0.3632
O 2.32562 -2.90427 -5.66240 -0.427 -0.248 0.086 -0.2134
O 3.82222 -3.83845 -3.80218 -0.412 0.401 0.135 -0.1964
C 4.60318 -3.58754 -2.63538 1.391 -1.099 2.038 -0.1359
O 3.90243 -1.46801 -4.23722 0.969 0.583 0.664 -0.2353
C 3.65560 -0.23294 -4.90208 1.170 -0.837 -1.178 -0.0689
H 0.32660 -2.68700 -1.95108 -0.319 -0.118 0.574 0.0565
H 0.97688 -4.06971 -2.94663 -0.217 -0.148 0.735 0.0996
H -0.05880 -2.96361 -3.64199 -1.328 0.999 -1.623 0.0408
H 4.84338 -2.53220 -2.41147 -0.494 -0.585 -0.387 0.0669
H 5.59751 -4.10479 -2.66369 -0.764 0.515 -0.896 0.0877
H 4.19129 -4.10515 -1.72134 -0.411 0.784 -0.898 0.0939
H 4.38412 0.57114 -4.66421 -0.222 -0.954 0.085 0.1028
H 2.69476 0.05835 -4.63113 -1.794 0.998 0.286 0.0423
H 3.68793 -0.52129 -5.96041 -0.058 0.838 0.001 0.0986
C -2.94978 -3.78203 2.51382 -1.525 1.379 -1.556 -0.1051
O -2.75114 -5.11933 2.06942 0.179 -0.025 0.515 -0.2074
P -1.97195 -5.27659 0.70594 -0.047 0.433 0.391 0.3213
O -2.68196 -4.61106 -0.38653 0.407 -0.355 -0.473 -0.2204
O -0.50033 -4.72784 0.94683 -0.667 0.355 -0.295 -0.2022
C 0.20303 -5.14444 2.10330 0.125 0.897 1.251 -0.0917
O -1.68938 -6.81027 0.74825 0.079 -1.214 -0.819 -0.2305
C -2.68830 -7.86320 0.76156 0.178 0.350 0.377 -0.0506
H -2.82449 -3.02604 1.67370 0.301 -0.920 0.807 0.0864
H -2.30049 -3.54313 3.32675 0.334 0.190 0.626 0.0512
H -4.02311 -3.65646 2.73823 0.498 -0.225 0.443 0.0984
H 0.03550 -6.17773 2.32701 -0.033 -0.622 0.016 0.0794
H -0.00693 -4.54209 3.02277 -0.428 -0.237 -0.822 0.0971
H 1.23216 -4.95156 1.91032 0.883 -0.142 -0.313 0.0787
H -3.52676 -7.54768 0.11608 0.354 -0.562 0.225 0.0961
H -3.00483 -7.94538 1.80944 -0.228 -0.103 -0.353 0.0884
H -2.20311 -8.82729 0.47078 -0.421 1.053 -0.074 0.1021
C -4.13610 -3.71398 -3.40422 -0.292 0.453 -0.257 -0.0555
O -4.26405 -2.95085 -4.59178 -0.411 0.457 -1.096 -0.2234
P -3.13340 -2.40975 -5.54245 1.838 0.850 1.363 0.4195
O -1.85450 -1.86582 -4.94501 -2.554 -0.567 -0.800 -0.2634
O -2.78080 -3.67860 -6.43469 -1.069 0.823 -0.392 -0.2215
C -1.63412 -3.50370 -7.29138 1.249 1.488 1.314 -0.0801
O -3.96937 -1.28712 -6.33701 1.574 -0.878 -0.021 -0.2304
C -5.10507 -1.65793 -7.09880 -0.383 1.184 -1.681 -0.1027
H -5.04801 -3.57679 -2.85229 -0.585 -0.162 0.086 0.0785
H -3.39541 -3.22244 -2.83112 1.199 -0.270 0.830 0.0551
H -3.98739 -4.75137 -3.65031 0.377 -0.324 0.191 0.0981
H -1.82792 -4.00838 -8.21290 0.004 -0.117 -0.533 0.0797
H -0.80944 -3.92040 -6.71488 0.212 -0.339 -0.486 0.0873
H -1.31941 -2.40687 -7.38064 -0.819 -1.424 -0.320 0.1085
H -5.38876 -0.76997 -7.77164 0.324 -1.237 1.321 0.1236
H -5.85793 -1.93083 -6.40293 -1.121 -0.002 0.383 0.0677
H -4.95630 -2.50559 -7.77230 0.445 -0.020 0.143 0.0857
C 6.62826 0.85208 -0.54470 1.934 0.717 -1.293 -0.0365
O 7.81642 0.00061 -0.39249 -0.620 1.556 0.575 -0.2096
P 7.75142 -1.53092 -0.56473 0.362 -1.714 0.514 0.3403
O 7.16533 -2.07806 -1.79072 0.174 0.160 -0.177 -0.2217
O 9.27172 -1.91068 -0.26956 -0.352 -0.210 0.088 -0.2105
C 10.16644 -2.41748 -1.26461 0.823 0.055 0.775 -0.0825
O 6.98352 -2.06189 0.75152 0.627 0.646 -0.578 -0.2329
C 6.88604 -3.47510 0.91625 -0.217 -0.602 0.636 -0.0994
H 6.99189 1.91899 -0.40640 -0.599 -1.451 0.287 0.1126
H 5.86148 0.52098 0.12862 -0.431 0.129 0.272 0.0706
H 6.37978 0.75919 -1.61001 -0.569 0.014 0.399 0.0861
H 10.70249 -1.58008 -1.71835 -0.459 -0.222 -0.500 0.0961
H 9.67735 -3.12930 -1.89360 -0.519 0.168 -0.979 0.0762
H 10.94314 -3.02065 -0.78933 -0.134 0.218 0.549 0.0856
H 7.84325 -3.91423 1.27955 -0.442 0.371 -0.576 0.0988
H 6.51656 -3.97545 -0.00597 0.315 0.334 0.605 0.0894
H 6.17493 -3.60676 1.74695 0.074 -0.113 -0.482 0.0758
```
Forces are in eV/Å.

The multiplicity is 1. The SMILES is CN(C)P(=O)(N(C)C)N(C)C.CN(C)P(=O)(N(C)C)N(C)C.CN(C)P(=O)(N(C)C)N(C)C.CN(C)P(=O)(N(C)C)N(C)C.CN(C)P(=O)(N(C)C)N(C)C.COP(=O)(OC)OC.COP(=O)(OC)OC.COP(=O)(OC)OC.COP(=O)(OC)OC.COP(=O)(OC)OC. The value obtained for the total energy is -7912.05496 hartree. The orbital gap is 8.44 eV.